Below is a cluster of 2 separate species, C2H10N7 in total in a non-equilibrium geometry, with properties calculated with wB97M-V/def2-TZVPD.

Each line ends with the Löwdin charge.
Atoms and positions in Å:
C  -0.250  -0.344  0.920  -0.287
C  -0.745  0.614  -0.186  -0.539
N  -0.657  -1.595  0.649  0.067
N  -1.243  -1.623  -0.489  0.076
N  -1.359  -0.479  -1.032  0.113
N  0.395  0.014  1.987  0.274
N  -1.797  1.504  0.186  0.135
N  0.330  1.317  -0.762  0.129
N  1.935  -1.155  -0.674  0.036
H  -1.808  -0.363  -1.930  0.175
H  0.623  -0.679  2.692  0.154
H  0.752  0.956  2.084  0.149
H  -1.458  2.367  0.587  0.103
H  -2.521  1.090  0.755  0.107
H  0.052  1.926  -1.521  0.109
H  1.093  0.693  -1.020  0.054
H  1.998  -1.403  -1.658  0.052
H  1.805  -2.030  -0.174  0.042
H  2.855  -0.810  -0.414  0.052

Force components x, y, z for each atom (eV/Å):
-0.42 0.29 -0.85
-0.06 0.00 0.01
0.77 -0.47 1.95
-0.88 -0.16 -1.43
0.50 0.44 0.63
-0.07 -0.15 -0.13
0.06 0.01 -0.10
0.18 0.21 -0.03
0.26 -0.04 -0.11
-0.06 -0.12 -0.01
0.00 0.08 -0.07
-0.09 -0.05 -0.01
0.10 0.00 0.04
-0.09 -0.01 -0.02
-0.09 0.04 0.05
-0.19 0.06 0.12
0.07 -0.07 0.02
0.00 0.02 -0.03
0.02 -0.08 -0.04

## Properties
Total energy = -12659.60822 eV
Spin multiplicity = 1
Energy relative to the best compared isomer or geometry (same formula, charge and spin) = 0.00 kJ/mol
Net charge = +1
Frontier orbital gap = 9.11 eV